{"formula": "C4H11NO2", "method": "the ωB97M-V functional and the def2-TZVPD basis", "species": ["O", "O", "N", "C", "C", "C", "C", "H", "H", "H", "H", "H", "H", "H", "H", "H", "H", "H"], "xyz": [[-1.19, 3.84, 0.20], [1.39, -2.15, -2.11], [0.06, -1.34, -0.51], [-1.60, -0.72, 1.21], [1.15, -1.22, -1.36], [1.98, 0.03, -1.29], [-0.09, -0.83, 0.83], [-0.61, 3.86, 1.00], [-1.93, 3.25, 0.35], [0.40, -1.52, 1.52], [1.36, 0.92, -1.19], [2.51, 0.19, -2.22], [-2.18, -1.10, 0.36], [-1.87, 0.33, 1.34], [0.28, 0.17, 1.01], [-1.97, -1.34, 2.03], [2.69, -0.12, -0.48], [-0.37, -2.24, -0.67]], "nbo_charge": [-0.947, -0.614, -0.632, -0.619, 0.682, -0.723, -0.224, 0.475, 0.473, 0.183, 0.229, 0.246, 0.215, 0.204, 0.206, 0.216, 0.236, 0.394], "total_charge": 0, "max_force_ev_per_a": 1.37, "smiles": "CCNC(C)=O.O", "multiplicity": 1, "e_above_lowest_kj_mol": 77.7}